The following is a DFT calculation (the ωB97M-V functional and the def2-TZVPD basis) of C49H66BGeN8Ni as an isolated structure.

Values from the calculation:
- energy above the lowest of the compared OMol25 structures with the same formula, charge and spin (eV) = 0.663
- E (eV) = -162043.230
- 2S+1 = 3
- ⟨S²⟩ = 2.011
- total charge = -1
- HOMO (spin up / spin down) (eV) = -3.327 / -3.084
- HOMO-LUMO gap (spin up / spin down) (hartree) = 0.2137 / 0.2044

Each line ends with the Mulliken spin population.
Cartesian coordinates (Å):
Ni 1.329 -0.253 0.043  1.2656
C 4.805 -2.180 -0.866  -0.0056
C 4.194 -3.042 0.240  0.0025
C 4.378 -2.400 1.611  -0.0040
C 2.746 -3.347 -0.031  -0.0009
C 2.221 -4.561 -0.500  0.0031
C 0.860 -4.356 -0.593  0.0021
C -0.152 -5.374 -1.041  -0.0006
C -1.070 -4.921 -2.183  -0.0007
C -0.944 -5.936 0.142  -0.0001
N 0.609 -3.097 -0.185  -0.0141
N 1.777 -2.457 0.124  0.0352
B -0.728 -2.309 -0.176  -0.0551
N -0.917 -1.689 1.263  -0.0221
N 0.075 -0.860 1.702  0.0466
C -0.154 -0.593 2.972  -0.0129
C -1.312 -1.254 3.393  0.0039
C -1.766 -1.961 2.295  -0.0067
C -2.964 -2.891 2.424  0.0003
C -3.726 -3.387 1.202  0.0003
C -2.563 -4.094 3.292  0.0002
C 0.852 0.158 3.803  0.0000
C 2.103 -0.714 3.958  -0.0058
C 1.203 1.532 3.229  -0.0286
N -0.647 -1.307 -1.400  0.0392
N 0.574 -1.186 -2.012  -0.0125
C 0.368 -0.625 -3.188  -0.0097
C -0.992 -0.348 -3.369  0.0332
C -1.609 -0.794 -2.218  -0.0454
C -3.088 -0.682 -1.967  -0.0282
C -3.419 -0.020 -0.635  0.0436
C -3.815 -2.008 -2.210  -0.0025
C 1.496 -0.353 -4.147  0.0026
C 2.822 -0.966 -3.694  -0.0044
C 1.630 1.149 -4.413  0.0026
H 5.856 -1.962 -0.649  -0.0003
H 4.270 -1.235 -0.945  -0.0005
H 4.749 -2.683 -1.834  -0.0004
H 4.709 -4.008 0.239  -0.0001
H 3.843 -1.453 1.639  -0.0055
H 5.436 -2.208 1.815  -0.0004
H 3.975 -3.036 2.404  0.0001
H 2.759 -5.468 -0.738  0.0005
H 0.464 -6.187 -1.435  0.0002
H -1.961 -4.413 -1.813  -0.0003
H -1.398 -5.791 -2.758  -0.0001
H -0.558 -4.232 -2.859  0.0000
H -1.424 -5.128 0.695  0.0002
H -0.286 -6.463 0.835  0.0001
H -1.722 -6.628 -0.196  0.0000
H -1.634 -3.070 -0.348  -0.0011
H -1.754 -1.239 4.379  -0.0004
H -3.684 -2.300 2.999  -0.0001
H -3.134 -4.051 0.574  0.0000
H -4.093 -2.577 0.579  0.0001
H -4.592 -3.953 1.554  0.0000
H -1.789 -4.679 2.787  -0.0001
H -3.425 -4.745 3.467  0.0000
H -2.160 -3.781 4.255  0.0000
H 0.401 0.292 4.791  0.0014
H 2.515 -0.941 2.971  0.0047
H 1.865 -1.668 4.436  0.0002
H 2.867 -0.207 4.556  -0.0002
H 1.356 1.474 2.145  0.0434
H 2.118 1.915 3.697  0.0012
H 0.407 2.256 3.415  0.0013
H -1.476 0.138 -4.204  0.0015
H -3.432 0.016 -2.736  0.0021
H -3.084 -0.605 0.217  -0.0108
H -4.497 0.146 -0.541  0.0008
H -2.921 0.949 -0.580  -0.0038
H -3.438 -2.792 -1.554  0.0011
H -3.667 -2.343 -3.239  -0.0005
H -4.890 -1.900 -2.033  0.0001
H 1.216 -0.817 -5.098  0.0000
H 3.410 -0.260 -3.100  0.0021
H 3.431 -1.252 -4.557  0.0000
H 2.658 -1.847 -3.073  0.0006
H 1.833 1.686 -3.483  0.0023
H 0.708 1.561 -4.832  0.0002
H 2.445 1.353 -5.115  0.0000
C 0.482 1.535 -0.444  0.7218
Ge -0.614 3.026 -0.052  0.1600
C 0.438 4.706 -0.103  -0.0030
C 1.596 4.784 0.678  0.0239
C 2.412 5.908 0.653  0.0237
C 2.094 6.980 -0.173  0.0043
C 0.956 6.919 -0.965  -0.0010
C 0.137 5.792 -0.924  0.0082
C -1.503 3.064 1.703  -0.0103
C -1.655 4.244 2.432  -0.0044
C -2.257 4.245 3.687  -0.0004
C -2.724 3.058 4.236  -0.0002
C -2.583 1.872 3.524  0.0004
C -1.977 1.880 2.274  0.0045
C -2.073 3.268 -1.368  0.0407
C -3.395 3.536 -1.013  0.0064
C -4.398 3.629 -1.974  0.0012
C -4.092 3.462 -3.318  0.0022
C -2.780 3.196 -3.693  0.0042
C -1.788 3.094 -2.725  -0.0028
H 0.710 1.734 -1.513  -0.1650
H 1.870 3.943 1.311  -0.0338
H 3.300 5.947 1.276  0.0002
H 2.731 7.858 -0.200  0.0000
H 0.701 7.749 -1.615  -0.0004
H -0.753 5.762 -1.547  0.0022
H -1.284 5.180 2.024  0.0011
H -2.357 5.174 4.238  0.0000
H -3.185 3.054 5.217  -0.0001
H -2.923 0.934 3.949  0.0003
H -1.826 0.935 1.764  0.0292
H -3.655 3.661 0.035  0.0011
H -5.421 3.828 -1.671  -0.0002
H -4.871 3.532 -4.069  -0.0001
H -2.531 3.054 -4.740  0.0003
H -0.775 2.848 -3.030  -0.0187
N 4.696 2.408 0.977  0.0010
C 4.492 2.690 -0.357  0.0135
C 3.672 1.706 -0.808  -0.0254
N 3.367 0.826 0.211  -0.0466
C 3.999 1.277 1.261  -0.0062
H 5.219 2.955 1.630  0.0005
H 4.905 3.562 -0.833  0.0002
H 3.236 1.594 -1.787  0.0009
H 3.963 0.851 2.252  0.0059